This record from the OMol25 dataset describes a structure of composition C61H85AsCaGe2N4P3. The level of theory is wB97M-V/def2-TZVPD.

Each line ends with the Löwdin charge.
Positions of all 157 atoms, in Å:
Ca  -0.591  0.187  -0.188  0.75
C  2.711  2.436  3.911  -0.11
C  2.173  1.323  3.018  -0.54
C  1.672  0.142  3.861  -0.13
P  0.893  1.775  1.739  1.00
C  1.876  2.758  0.481  -0.40
N  2.741  2.010  -0.385  -0.16
Ge  1.978  0.301  -1.491  0.95
N  2.727  -1.514  -1.987  -0.21
C  1.947  -2.712  -1.831  -0.41
P  0.835  -2.734  -0.351  1.00
C  1.991  -3.173  1.046  -0.54
C  2.738  -4.498  0.932  -0.11
C  2.981  -2.017  1.247  -0.13
C  -0.080  -4.328  -0.716  -0.55
C  0.620  -5.367  -1.592  -0.12
C  -1.425  -3.943  -1.341  -0.14
C  3.834  -1.578  -2.775  -0.25
C  4.315  -2.719  -3.439  -0.02
C  5.447  -2.653  -4.235  -0.10
C  6.118  -1.455  -4.422  -0.10
C  5.656  -0.317  -3.772  -0.03
C  4.554  -0.384  -2.941  -0.17
N  4.042  0.752  -2.188  -0.06
C  4.806  1.102  -1.003  -0.18
C  6.129  0.784  -0.778  -0.02
C  6.784  1.271  0.350  -0.11
C  6.095  2.099  1.220  -0.10
C  4.755  2.395  1.018  -0.04
C  4.057  1.869  -0.081  -0.28
C  3.858  1.888  -3.089  -0.18
C  4.842  2.818  -3.348  -0.02
C  4.663  3.762  -4.354  -0.09
C  3.513  3.708  -5.124  -0.09
C  2.504  2.800  -4.837  -0.05
C  2.618  1.923  -3.752  -0.26
N  1.640  1.086  -3.268  -0.19
C  0.254  1.311  -3.606  -0.40
P  -0.624  2.460  -2.399  1.03
C  0.167  4.108  -2.787  -0.53
C  -0.091  4.690  -4.175  -0.11
C  -0.154  5.167  -1.722  -0.12
C  -2.368  2.481  -3.084  -0.55
C  -2.578  2.404  -4.595  -0.10
C  -3.127  3.663  -2.474  -0.13
C  -0.247  3.110  2.391  -0.54
C  -0.967  2.616  3.649  -0.12
C  0.334  4.507  2.603  -0.11
H  3.587  2.069  4.451  0.09
H  3.018  3.310  3.338  0.05
H  1.971  2.746  4.650  0.07
H  2.995  0.967  2.387  0.08
H  0.929  0.471  4.591  0.06
H  1.218  -0.627  3.233  0.04
H  2.501  -0.311  4.410  0.08
H  1.095  3.216  -0.133  0.02
H  2.407  3.563  0.997  0.08
H  1.294  -2.879  -2.703  0.09
H  2.595  -3.588  -1.744  0.06
H  1.333  -3.227  1.918  0.07
H  3.417  -4.500  0.076  0.07
H  3.348  -4.642  1.827  0.08
H  2.058  -5.347  0.855  0.06
H  3.696  -1.972  0.425  0.07
H  2.467  -1.052  1.289  0.03
H  3.543  -2.148  2.175  0.09
H  -0.267  -4.771  0.264  0.08
H  0.643  -5.058  -2.638  0.07
H  1.643  -5.567  -1.274  0.05
H  0.071  -6.310  -1.538  0.08
H  -1.271  -3.439  -2.300  0.08
H  -2.044  -4.826  -1.521  0.09
H  -1.971  -3.269  -0.684  0.01
H  3.795  -3.663  -3.352  0.09
H  5.798  -3.553  -4.725  0.10
H  6.984  -1.399  -5.067  0.10
H  6.158  0.628  -3.926  0.11
H  6.662  0.164  -1.484  0.11
H  7.820  1.017  0.528  0.09
H  6.603  2.521  2.080  0.10
H  4.253  3.045  1.723  0.07
H  5.757  2.803  -2.769  0.12
H  5.423  4.507  -4.545  0.10
H  3.387  4.387  -5.960  0.10
H  1.627  2.775  -5.468  0.09
H  0.132  1.673  -4.627  0.07
H  -0.290  0.359  -3.543  0.08
H  1.231  3.863  -2.700  0.09
H  -1.080  5.145  -4.231  0.07
H  0.648  5.470  -4.374  0.09
H  -0.001  3.948  -4.965  0.05
H  -1.175  5.534  -1.819  0.06
H  -0.033  4.785  -0.708  0.04
H  0.519  6.019  -1.844  0.09
H  -2.795  1.568  -2.648  0.07
H  -2.228  3.300  -5.105  0.06
H  -2.083  1.538  -5.035  0.07
H  -3.648  2.303  -4.790  0.08
H  -2.844  4.601  -2.952  0.06
H  -4.205  3.543  -2.602  0.07
H  -2.925  3.736  -1.404  0.05
H  -0.995  3.173  1.589  0.09
H  -0.278  2.553  4.494  0.07
H  -1.768  3.306  3.921  0.08
H  -1.411  1.634  3.487  0.03
H  1.113  4.509  3.363  0.06
H  0.741  4.927  1.683  0.06
H  -0.463  5.172  2.945  0.08
C  -3.832  -0.530  6.185  -0.09
C  -4.781  -1.162  5.395  -0.08
C  -4.459  -1.580  4.112  -0.11
C  -3.183  -1.383  3.598  -0.35
C  -2.244  -0.728  4.394  -0.15
C  -2.560  -0.309  5.677  -0.08
As  -2.585  -1.946  1.823  1.29
C  -1.828  -3.722  2.552  -0.31
C  -0.800  -3.645  3.490  -0.14
C  -0.132  -4.782  3.919  -0.09
C  -0.468  -6.024  3.398  -0.10
C  -1.471  -6.112  2.444  -0.09
C  -2.133  -4.969  2.011  -0.14
C  -4.177  -2.716  1.009  -0.39
C  -4.506  -2.312  -0.281  -0.17
C  -5.628  -2.813  -0.923  -0.08
C  -6.439  -3.736  -0.280  -0.08
C  -6.109  -4.167  0.998  -0.07
C  -4.981  -3.668  1.633  -0.14
H  -4.084  -0.208  7.187  0.10
H  -5.780  -1.331  5.777  0.11
H  -5.223  -2.046  3.507  0.08
H  -1.254  -0.536  3.993  0.07
H  -1.814  0.189  6.283  0.10
H  -0.522  -2.682  3.902  0.08
H  0.654  -4.700  4.660  0.10
H  0.048  -6.916  3.731  0.10
H  -1.740  -7.076  2.029  0.10
H  -2.897  -5.059  1.248  0.09
H  -3.868  -1.589  -0.774  0.06
H  -5.877  -2.475  -1.921  0.11
H  -7.321  -4.122  -0.774  0.10
H  -6.735  -4.893  1.501  0.11
H  -4.723  -4.034  2.619  0.11
C  -4.507  2.874  1.066  -0.22
Ge  -4.496  0.941  0.583  0.69
C  -5.198  0.927  -1.281  -0.21
C  -5.996  0.248  1.683  -0.21
C  -2.708  0.192  0.875  -0.61
H  -5.489  3.277  0.808  0.02
H  -3.750  3.447  0.531  -0.02
H  -4.352  3.011  2.138  0.01
H  -6.285  0.846  -1.219  0.02
H  -4.835  0.107  -1.902  0.00
H  -4.958  1.865  -1.783  -0.02
H  -6.886  0.841  1.459  0.02
H  -5.771  0.356  2.744  0.00
H  -6.217  -0.799  1.471  0.00
H  -2.421  0.638  1.846  -0.11

Values from the calculation:
- LUMO level (spin up / spin down) (eV) = 0.21 / -0.10
- 2S+1 = 2
- HOMO (spin up / spin down) (eV) = -6.061 / -6.504
- relative energy (zero: lowest compared OMol25 entry of this formula, charge and spin) (kcal per mole) = 10.6
- Kohn-Sham gap (spin up / spin down) (eV) = 6.28 / 6.40



This record from the OMol25 dataset describes a cluster of 7 separate species, C62H136N3O5P2 in total at a distorted geometry. The level of theory is wB97M-V/def2-TZVPD.

Each line ends with the Löwdin charge.
Positions of all 208 atoms, in Å:
C  -4.202  -1.800  0.235  -0.10
C  -4.895  -1.303  1.501  -0.24
C  -5.407  0.114  1.452  -0.17
C  -4.304  1.206  1.289  -0.07
N  -4.792  2.700  1.295  -0.19
C  -5.580  3.121  2.527  -0.10
C  -5.599  4.691  2.515  -0.13
C  -4.159  5.017  2.165  -0.14
C  -3.617  3.763  1.376  -0.06
C  -5.669  2.994  0.000  0.08
H  -3.619  -2.717  0.305  0.05
H  -3.546  -1.054  -0.215  0.06
H  -5.000  -1.984  -0.485  0.09
H  -4.055  -1.168  2.183  0.07
H  -5.533  -2.125  1.827  0.13
H  -5.916  0.290  2.399  0.11
H  -6.260  0.191  0.778  0.12
H  -3.635  1.048  0.443  0.11
H  -3.637  1.277  2.148  0.11
H  -6.565  2.666  2.631  0.13
H  -5.029  2.713  3.374  0.13
H  -6.386  5.150  1.916  0.12
H  -5.923  5.063  3.487  0.13
H  -3.999  6.013  1.753  0.12
H  -3.649  5.064  3.127  0.08
H  -3.339  4.030  0.357  0.10
H  -2.714  3.323  1.799  0.09
H  -5.236  2.637  -0.934  0.11
H  -5.890  4.061  -0.004  0.11
H  -6.500  2.305  0.151  0.09
C  -1.262  -1.815  -3.547  -0.10
C  -0.435  -2.874  -2.884  -0.26
C  -1.173  -3.870  -1.972  -0.14
C  -0.306  -5.213  -1.634  -0.02
N  -0.968  -6.116  -0.497  -0.22
C  -0.059  -7.251  0.020  -0.10
C  -0.060  -8.403  -0.931  -0.18
C  -1.374  -8.392  -1.536  -0.15
C  -2.010  -7.064  -1.063  -0.10
C  -1.464  -5.284  0.618  0.00
H  -0.659  -1.052  -4.038  0.07
H  -1.788  -1.242  -2.783  0.06
H  -2.118  -2.133  -4.142  0.09
H  0.394  -2.388  -2.370  0.08
H  0.052  -3.406  -3.701  0.11
H  -2.135  -4.115  -2.422  0.11
H  -1.596  -3.467  -1.051  0.07
H  0.686  -4.919  -1.290  0.12
H  0.059  -5.754  -2.507  0.13
H  -0.504  -7.580  0.960  0.14
H  0.961  -6.927  0.225  0.14
H  0.053  -9.319  -0.351  0.14
H  0.712  -8.360  -1.699  0.13
H  -2.083  -9.177  -1.270  0.14
H  -1.304  -8.252  -2.615  0.13
H  -2.712  -7.318  -0.269  0.14
H  -2.551  -6.587  -1.881  0.14
H  -1.606  -5.857  1.535  0.10
H  -2.402  -4.855  0.266  0.10
H  -0.690  -4.550  0.839  0.10
C  -1.970  6.714  4.497  -0.08
C  -0.629  7.173  3.912  -0.25
C  -0.100  6.495  2.719  -0.22
C  -0.099  5.003  2.730  -0.10
N  0.844  4.301  1.681  -0.20
C  0.616  2.777  1.673  -0.10
C  1.838  2.233  2.328  -0.19
C  2.989  3.172  2.131  -0.12
C  2.342  4.540  1.975  -0.07
C  0.538  4.859  0.247  0.06
H  -1.985  5.650  4.730  0.06
H  -2.818  6.909  3.840  0.06
H  -2.042  7.368  5.367  0.09
H  0.125  7.236  4.697  0.12
H  -0.719  8.240  3.708  0.13
H  0.930  6.752  2.472  0.12
H  -0.702  6.846  1.881  0.11
H  -1.080  4.616  2.454  0.10
H  0.195  4.646  3.718  0.14
H  0.681  2.503  0.620  0.11
H  -0.362  2.603  2.123  0.12
H  1.921  1.195  2.005  0.10
H  1.664  2.196  3.404  0.11
H  3.517  2.926  1.210  0.12
H  3.654  3.184  2.995  0.13
H  2.774  5.225  1.246  0.14
H  2.350  5.088  2.917  0.13
H  1.257  4.360  -0.402  0.12
H  0.659  5.940  0.316  0.10
H  -0.516  4.674  0.042  0.09
C  3.728  0.306  -1.121  -0.09
C  3.066  -0.750  -2.059  -0.22
C  3.255  -0.340  -3.564  -0.24
C  4.612  -0.455  -4.237  -0.25
P  4.739  0.316  -5.878  1.00
C  6.479  0.720  -6.220  -0.26
C  7.453  -0.458  -6.113  -0.27
C  8.884  -0.020  -6.115  -0.25
C  9.807  -1.219  -5.714  -0.08
C  4.276  -0.861  -7.186  -0.22
C  3.010  -1.762  -6.803  -0.24
C  2.617  -2.649  -7.974  -0.24
C  1.937  -1.790  -9.103  -0.09
C  3.708  1.750  -6.137  -0.26
C  2.168  1.526  -6.273  -0.25
C  1.457  2.855  -6.417  -0.22
C  -0.130  2.789  -6.706  -0.06
H  4.798  0.443  -1.279  0.08
H  3.608  -0.055  -0.100  0.06
H  3.158  1.232  -1.191  0.06
H  2.000  -0.769  -1.829  0.06
H  3.431  -1.764  -1.901  0.11
H  2.962  0.709  -3.585  0.09
H  2.525  -0.866  -4.179  0.09
H  4.995  -1.475  -4.203  0.11
H  5.411  0.161  -3.824  0.09
H  6.636  1.484  -5.458  0.10
H  6.573  1.280  -7.150  0.12
H  7.294  -1.163  -6.929  0.11
H  7.211  -1.051  -5.231  0.10
H  9.145  0.869  -5.541  0.11
H  9.098  0.351  -7.117  0.12
H  10.850  -0.926  -5.837  0.08
H  9.641  -2.018  -6.436  0.07
H  9.569  -1.674  -4.752  0.07
H  5.159  -1.500  -7.226  0.09
H  4.178  -0.231  -8.070  0.10
H  2.195  -1.083  -6.551  0.08
H  3.186  -2.433  -5.962  0.10
H  1.967  -3.472  -7.676  0.11
H  3.526  -3.060  -8.412  0.11
H  1.662  -2.381  -9.977  0.08
H  2.522  -0.970  -9.518  0.07
H  0.988  -1.415  -8.720  0.07
H  4.169  2.326  -6.940  0.11
H  3.770  2.384  -5.252  0.10
H  1.797  0.940  -5.432  0.09
H  2.081  0.985  -7.215  0.10
H  1.982  3.390  -7.208  0.11
H  1.563  3.474  -5.526  0.10
H  -0.772  2.419  -5.906  0.05
H  -0.214  2.006  -7.460  0.06
H  -0.655  3.665  -7.087  0.08
C  -2.554  -6.484  4.955  -0.08
C  -1.308  -5.595  5.087  -0.25
C  -1.643  -4.130  5.316  -0.28
C  -0.427  -3.267  5.551  -0.26
P  -0.686  -1.426  5.496  1.08
C  0.977  -0.497  5.630  -0.22
C  2.336  -1.229  5.298  -0.22
C  3.411  -0.276  4.724  -0.25
C  3.889  0.726  5.778  -0.09
C  -1.774  -0.789  6.851  -0.23
C  -3.316  -1.195  6.786  -0.17
C  -4.241  -0.081  6.113  -0.25
C  -5.742  -0.296  6.268  -0.11
C  -1.320  -1.055  3.811  -0.26
C  -0.222  -1.379  2.773  -0.24
C  -0.729  -0.740  1.483  -0.24
C  0.192  -0.889  0.270  -0.07
H  -3.393  -6.274  5.617  0.08
H  -2.346  -7.506  5.273  0.08
H  -2.918  -6.451  3.928  0.06
H  -0.718  -5.594  4.170  0.10
H  -0.684  -5.899  5.927  0.12
H  -2.297  -4.043  6.184  0.11
H  -2.209  -3.774  4.456  0.10
H  0.366  -3.460  4.828  0.08
H  0.034  -3.494  6.512  0.11
H  1.011  -0.157  6.665  0.09
H  0.828  0.352  4.963  0.07
H  2.094  -1.915  4.486  0.07
H  2.718  -1.919  6.050  0.12
H  3.074  0.280  3.850  0.07
H  4.249  -0.829  4.298  0.11
H  4.402  0.255  6.617  0.09
H  2.991  1.213  6.157  0.06
H  4.560  1.474  5.357  0.08
H  -1.659  0.289  6.739  0.09
H  -1.369  -1.151  7.796  0.10
H  -3.702  -1.345  7.794  0.12
H  -3.407  -2.167  6.300  0.08
H  -4.065  -0.088  5.037  0.07
H  -3.977  0.951  6.347  0.10
H  -6.089  -1.281  5.955  0.08
H  -6.359  0.326  5.621  0.07
H  -6.072  -0.152  7.297  0.09
H  -1.489  0.021  3.760  0.09
H  -2.176  -1.708  3.644  0.08
H  0.000  -2.445  2.720  0.11
H  0.751  -0.998  3.084  0.09
H  -0.902  0.302  1.751  0.09
H  -1.702  -1.172  1.246  0.09
H  -0.327  -0.547  -0.625  0.07
H  0.422  -1.950  0.167  0.07
H  1.142  -0.358  0.328  0.05
C  -0.282  1.813  -2.621  0.00
C  -1.217  2.731  -1.818  -0.81
O  -1.517  2.341  -0.675  -0.10
O  -1.624  3.783  -2.257  0.00
H  -0.079  2.283  -3.583  0.05
H  -0.673  0.827  -2.872  0.04
H  0.657  1.772  -2.070  0.05
O  -3.493  6.284  -1.432  0.15
C  -3.028  7.426  -0.875  -0.76
O  -1.838  7.494  -0.583  0.17
O  -3.832  8.302  -0.602  0.31
H  -2.653  5.819  -1.443  0.08

Values from the calculation:
- charge = +4
- LUMO level (spin up / spin down) (eV) = -7.38 / -9.58
- 2S+1 = 2
- HOMO (spin up / spin down) (eV) = -15.112 / -15.112
- Kohn-Sham gap (spin up / spin down) (eV) = 7.73 / 5.53